1.
7
Properties=species:S:1:pos:R:3 method="wB97M-V/def2-TZVPD" max_force_ha_per_bohr=0.0781 charge=0 relative_energy_kcal_mol=46.64 homo_lumo_gap_ev=8.738 multiplicity=1 e_homo_ev=-9.3
C -1.648 -0.010 -0.123
N -0.696 -0.794 -0.055
O 1.288 1.258 1.055
O 0.617 -0.997 -0.047
F 2.123 0.523 -1.164
S -3.108 0.513 -0.094
S 1.857 0.170 0.413

=====

2.
105
Properties=species:S:1:pos:R:3 method="wB97M-V/def2-TZVPD" max_force_ha_per_bohr=0.2012 charge=-1 relative_energy_kcal_mol=166.08 homo_lumo_gap_ev=8.233 multiplicity=1 e_homo_ev=-5.7
C -71.326 -29.402 -18.544
O -71.269 -28.578 -17.503
H -71.496 -30.344 -18.227
H -70.344 -29.626 -18.944
H -72.035 -29.068 -19.235
N -75.075 -30.603 -16.754
C -76.359 -30.754 -17.337
C -76.379 -32.037 -17.730
C -75.006 -32.633 -17.510
C -74.196 -31.585 -16.982
H -74.622 -29.838 -16.286
H -77.160 -30.168 -17.309
H -77.227 -32.467 -18.232
H -74.648 -33.519 -17.968
H -73.093 -31.462 -16.712
N -71.577 -26.422 -19.381
C -72.161 -25.203 -19.083
C -72.259 -24.451 -20.224
C -71.417 -25.198 -21.210
C -71.083 -26.414 -20.649
H -71.460 -27.363 -18.868
H -72.599 -25.198 -18.117
H -72.557 -23.529 -20.128
H -71.050 -25.069 -22.234
H -70.574 -27.217 -21.197
N -67.754 -31.936 -17.380
C -67.756 -31.562 -18.669
C -66.648 -32.168 -19.359
C -65.950 -32.912 -18.158
C -66.690 -32.814 -17.092
H -68.510 -31.666 -16.658
H -68.689 -31.041 -18.942
H -66.547 -32.139 -20.317
H -65.040 -33.376 -18.139
H -66.578 -33.507 -16.221
N -74.166 -27.103 -20.302
C -74.892 -26.593 -21.394
C -75.900 -27.494 -21.698
C -75.673 -28.697 -20.844
C -74.609 -28.373 -19.974
H -73.277 -26.574 -19.985
H -75.020 -25.433 -21.830
H -76.524 -27.391 -22.570
H -76.284 -29.697 -20.932
H -74.131 -29.023 -19.208
N -73.293 -28.415 -15.766
C -73.121 -29.062 -14.494
C -74.332 -28.776 -13.904
C -75.210 -27.856 -14.882
C -74.390 -27.670 -16.002
H -72.501 -28.523 -16.389
H -72.180 -29.616 -14.216
H -74.731 -28.994 -12.848
H -76.078 -27.446 -14.494
H -74.565 -26.978 -16.995
N -66.883 -28.355 -22.956
C -67.440 -29.631 -23.205
C -68.162 -29.744 -22.067
C -67.947 -28.710 -21.021
C -67.235 -27.896 -21.762
H -66.453 -27.811 -23.758
H -67.206 -29.991 -24.108
H -68.987 -30.666 -21.918
H -68.372 -28.522 -20.018
H -66.803 -26.944 -21.594
N -68.781 -27.386 -17.430
C -67.447 -27.964 -17.170
C -66.697 -26.870 -17.081
C -67.345 -25.636 -17.479
C -68.611 -26.075 -17.687
H -69.739 -27.871 -17.266
H -67.469 -29.096 -17.168
H -65.504 -26.717 -17.058
H -66.982 -24.763 -17.782
H -69.345 -25.446 -18.112
N -72.388 -33.503 -20.138
C -71.100 -32.963 -19.593
C -70.651 -33.898 -18.773
C -71.648 -35.031 -18.833
C -72.729 -34.746 -19.682
H -72.990 -32.928 -20.896
H -70.731 -32.041 -19.757
H -69.666 -33.615 -18.168
H -71.474 -35.941 -18.424
H -73.288 -35.469 -20.234
N -72.922 -28.833 -22.492
C -73.261 -28.875 -23.872
C -72.291 -29.482 -24.460
C -71.268 -29.869 -23.439
C -71.678 -29.455 -22.279
H -73.405 -28.604 -21.723
H -74.246 -28.303 -24.088
H -72.258 -29.649 -25.500
H -70.549 -30.508 -23.616
H -71.312 -29.578 -21.309
N -70.051 -30.575 -15.758
C -70.217 -31.900 -15.532
C -69.148 -32.182 -14.650
C -68.685 -30.916 -14.133
C -69.221 -29.966 -14.920
H -70.759 -29.989 -16.598
H -70.886 -32.389 -16.196
H -69.153 -33.207 -14.556
H -68.011 -31.016 -13.275
H -69.244 -28.873 -14.890

=====

3.
150
Properties=species:S:1:pos:R:3 method="wB97M-V/def2-TZVPD" max_force_ha_per_bohr=0.0708 charge=0 relative_energy_kcal_mol=0.00 homo_lumo_gap_ev=9.892 multiplicity=1 e_homo_ev=-9.7
C -5.126 8.333 26.416
C -4.288 8.070 25.206
O -2.903 8.277 25.462
O -4.787 7.391 27.421
H -6.178 8.293 26.100
H -4.904 9.369 26.677
H -4.600 8.724 24.386
H -4.385 7.049 24.827
H -2.558 7.410 25.731
H -5.130 7.644 28.281
C 7.130 6.560 26.358
C 5.767 6.059 25.921
O 5.730 5.962 24.462
O 8.224 5.658 26.041
H 7.060 6.687 27.442
H 7.387 7.532 25.910
H 5.076 6.843 26.258
H 5.482 5.102 26.362
H 6.495 5.514 24.082
H 8.847 5.511 26.764
C 2.062 2.911 23.998
C 3.160 2.528 24.987
O 3.874 3.610 25.470
O 2.769 3.495 22.865
H 1.429 3.742 24.382
H 1.476 2.036 23.662
H 3.850 1.865 24.452
H 2.690 1.997 25.814
H 4.315 4.029 24.700
H 2.058 3.628 22.205
O 6.951 11.797 20.847
C 6.810 11.009 21.738
O 7.828 10.654 22.551
C 7.327 9.682 23.496
C 6.164 9.022 22.831
C 5.550 10.102 21.938
H 6.947 10.223 24.367
H 8.098 8.967 23.812
H 5.466 8.596 23.567
H 6.435 8.220 22.147
H 4.832 10.751 22.460
H 5.078 9.778 20.973
O -1.573 5.733 25.960
C -1.660 4.857 26.788
O -0.669 3.904 26.812
C -0.943 3.116 27.988
C -2.449 3.270 28.261
C -2.752 4.718 27.889
H -0.442 3.493 28.882
H -0.584 2.101 27.841
H -2.504 3.103 29.342
H -3.044 2.511 27.759
H -2.478 5.390 28.723
H -3.760 4.952 27.550
O 1.477 10.797 21.756
C 1.199 10.386 20.657
O 0.225 10.941 19.939
C 0.102 10.323 18.678
C 0.642 8.935 18.916
C 1.800 9.257 19.905
H 0.738 10.824 17.926
H -0.946 10.322 18.386
H 0.987 8.396 18.040
H -0.019 8.278 19.494
H 2.678 9.566 19.337
H 2.070 8.389 20.497
O 3.751 9.644 25.622
C 3.249 10.725 25.361
O 3.625 11.459 24.256
C 2.784 12.685 24.192
C 1.558 12.406 24.938
C 2.065 11.406 26.055
H 2.616 12.945 23.133
H 3.354 13.437 24.721
H 0.681 11.981 24.446
H 1.382 13.359 25.450
H 1.338 10.636 26.339
H 2.292 12.042 26.927
O 0.916 8.937 30.932
C 0.256 8.857 29.920
O -0.930 8.303 29.904
C -1.492 8.525 28.585
C -0.342 8.835 27.660
C 0.706 9.397 28.603
H -2.210 9.358 28.609
H -2.002 7.642 28.203
H -0.668 9.563 26.894
H -0.054 7.929 27.136
H 0.663 10.496 28.515
H 1.728 9.071 28.356
O 0.724 3.027 20.809
C 0.546 3.502 19.705
O 1.281 3.114 18.598
C 0.810 3.784 17.443
C 0.068 5.039 17.915
C -0.396 4.642 19.317
H 0.049 3.157 16.982
H 1.631 3.928 16.758
H -0.752 5.211 17.187
H 0.724 5.914 17.917
H -1.403 4.186 19.274
H -0.376 5.454 20.066
O -5.159 5.076 19.432
C -4.423 6.026 19.283
O -3.936 6.777 20.340
C -3.104 7.828 19.873
C -2.745 7.603 18.368
C -3.852 6.643 17.985
H -2.171 7.828 20.450
H -3.658 8.781 19.935
H -1.703 7.266 18.240
H -2.833 8.532 17.807
H -3.559 5.792 17.352
H -4.636 7.181 17.447
O 0.893 4.948 31.398
C 1.589 4.718 30.444
O 1.238 5.322 29.288
C 2.238 5.092 28.314
C 2.811 3.710 28.693
C 2.845 3.915 30.207
H 3.021 5.851 28.355
H 1.794 5.063 27.327
H 3.771 3.540 28.199
H 2.161 2.868 28.438
H 3.730 4.450 30.578
H 2.822 3.001 30.804
O -0.083 7.443 21.780
C 0.708 7.365 22.714
O 1.861 6.740 22.530
C 2.582 6.829 23.780
C 1.614 7.272 24.877
C 0.489 7.925 24.110
H 3.376 7.566 23.599
H 3.065 5.886 23.971
H 2.126 7.989 25.516
H 1.221 6.474 25.480
H 0.638 9.002 24.069
H -0.526 7.739 24.462
O -1.790 14.517 23.683
C -1.949 13.333 23.518
O -2.414 12.544 24.553
C -2.621 11.232 24.051
C -1.729 11.091 22.839
C -1.695 12.506 22.298
H -3.666 11.212 23.727
H -2.384 10.459 24.795
H -2.134 10.419 22.091
H -0.717 10.779 23.125
H -2.552 12.637 21.620
H -0.799 12.839 21.771